(1)
C34H29BeBrN2O2SSb as an isolated structure, computed with ωB97M-V/def2-TZVPD.

Structure (ORCA input):
```
! RIJCOSX wB97M-V def2-TZVPD def2/J DEFGRID3
* xyz 1 1
Be 0.513 -0.035 0.677
O 3.995 1.535 -2.529
C 2.805 2.113 -2.910
C 2.642 2.755 -4.126
C 1.401 3.280 -4.454
C 0.334 3.162 -3.576
C 0.515 2.520 -2.358
C 1.750 1.994 -2.010
C 1.982 1.310 -0.681
O 0.870 1.334 0.135
N 2.361 -0.126 -0.888
N 1.391 -0.945 -0.495
C 1.214 -2.164 -0.828
C -0.001 -2.833 -0.387
Br -1.327 -1.589 0.224
C -0.205 -4.144 -0.517
C -1.318 -5.040 -0.209
C -2.362 -4.751 0.674
C -3.369 -5.676 0.891
C -3.354 -6.899 0.236
C -2.314 -7.206 -0.629
C -1.302 -6.288 -0.841
H 4.672 1.723 -3.187
H 3.476 2.839 -4.813
H 1.270 3.782 -5.403
H -0.632 3.571 -3.835
H -0.299 2.430 -1.651
H 2.838 1.772 -0.190
H 2.935 -0.382 -1.678
H 1.907 -2.706 -1.465
H 0.641 -4.649 -0.980
H -2.385 -3.822 1.224
H -4.166 -5.441 1.583
H -4.146 -7.616 0.410
H -2.289 -8.163 -1.134
H -0.489 -6.533 -1.513
S 0.901 -0.655 2.655
Sb 1.014 1.226 3.974
C -0.448 2.705 3.642
C -1.379 3.099 4.601
C -2.238 4.156 4.342
C -2.171 4.827 3.131
C -1.246 4.437 2.174
C -0.380 3.382 2.426
C 1.041 0.510 5.944
C 1.993 -0.483 6.174
C 2.143 -1.022 7.441
C 1.345 -0.574 8.484
C 0.398 0.412 8.259
C 0.243 0.956 6.992
C 2.872 2.157 3.740
C 3.185 3.227 4.573
C 4.409 3.862 4.435
C 5.315 3.422 3.478
C 5.007 2.343 2.663
C 3.782 1.705 2.798
H -1.471 2.582 5.543
H -2.963 4.453 5.088
H -2.840 5.654 2.933
H -1.192 4.957 1.227
H 0.328 3.088 1.667
H 2.621 -0.846 5.367
H 2.884 -1.792 7.614
H 1.462 -0.995 9.474
H -0.225 0.763 9.071
H -0.499 1.726 6.849
H 2.485 3.578 5.324
H 4.660 4.698 5.074
H 6.272 3.918 3.377
H 5.722 1.992 1.930
H 3.548 0.839 2.191
*
```

E_HOMO in eV: -10.594
LUMO level in eV: -2.67
Gap between HOMO and LUMO in eV: 7.92

Taken from the Löwdin analysis, the atomic charges in e are:
1. Be -0.188
2. O 0.050
3. C -0.267
4. C -0.017
5. C -0.075
6. C -0.077
7. C -0.014
8. C -0.099
9. C -0.325
10. O -0.210
11. N 0.085
12. N -0.091
13. C -0.123
14. C -0.538
15. Br 0.977
16. C -0.066
17. C -0.219
18. C -0.053
19. C -0.067
20. C -0.067
21. C -0.066
22. C -0.034
23. H 0.114
24. H 0.118
25. H 0.109
26. H 0.105
27. H 0.114
28. H 0.142
29. H 0.144
30. H 0.146
31. H 0.125
32. H 0.059
33. H 0.110
34. H 0.110
35. H 0.110
36. H 0.115
37. S 0.276
38. Sb 1.384
39. C -0.331
40. C -0.110
41. C -0.068
42. C -0.063
43. C -0.061
44. C -0.113
45. C -0.348
46. C -0.132
47. C -0.065
48. C -0.063
49. C -0.067
50. C -0.106
51. C -0.354
52. C -0.111
53. C -0.068
54. C -0.065
55. C -0.067
56. C -0.126
57. H 0.073
58. H 0.112
59. H 0.113
60. H 0.113
61. H 0.086
62. H 0.095
63. H 0.113
64. H 0.112
65. H 0.112
66. H 0.073
67. H 0.107
68. H 0.111
69. H 0.111
70. H 0.111
71. H 0.080

(2)
A 12-piece molecular cluster, H24O12 overall, computed with ωB97M-V/def2-TZVPD.

Structure (ORCA input):
```
! RIJCOSX wB97M-V def2-TZVPD def2/J DEFGRID3
* xyz 0 1
O 1.160 -1.430 1.472
H 1.878 -1.496 0.797
H 1.115 -2.310 1.868
O -1.021 -1.736 -1.725
H -1.423 -2.316 -1.071
H -0.425 -2.304 -2.234
O -1.992 0.825 -2.357
H -2.813 0.804 -2.862
H -1.733 -0.117 -2.288
O -1.185 1.153 3.658
H -1.180 0.597 2.866
H -2.114 1.356 3.800
O -1.594 -1.149 1.950
H -0.664 -1.414 1.837
H -2.110 -1.959 1.861
O -0.897 3.600 -0.055
H -0.612 2.760 0.346
H -1.399 3.333 -0.831
O 1.799 -1.643 -3.291
H 1.578 -0.897 -2.702
H 1.041 -1.721 -3.879
O 3.445 -1.086 0.114
H 4.378 -1.321 0.051
H 3.438 -0.130 0.271
O 1.900 0.874 3.254
H 2.639 0.409 2.851
H 1.202 0.216 3.315
O 0.262 0.974 0.335
H 0.219 0.765 -0.606
H 0.565 0.157 0.768
O 0.891 0.856 -2.490
H 0.009 1.225 -2.665
H 1.465 1.279 -3.140
O -2.920 0.767 0.441
H -2.618 0.954 -0.471
H -2.286 0.128 0.813
*
```

E_HOMO in eV: -9.949
LUMO level in eV: -0.42
Gap between HOMO and LUMO in eV: 9.53
Energy relative to the best compared isomer or geometry (same formula, charge and spin) in kJ/mol: 143.5

Taken from the Löwdin analysis, the atomic charges in e are:
1. O -0.081
2. H 0.034
3. H 0.082
4. O -0.033
5. H 0.060
6. H 0.048
7. O -0.064
8. H 0.072
9. H 0.016
10. O -0.057
11. H -0.014
12. H 0.041
13. O -0.051
14. H 0.014
15. H 0.074
16. O -0.069
17. H -0.001
18. H 0.012
19. O -0.074
20. H -0.005
21. H 0.028
22. O -0.034
23. H 0.070
24. H 0.072
25. O -0.048
26. H 0.015
27. H 0.004
28. O -0.048
29. H 0.002
30. H -0.005
31. O -0.056
32. H 0.038
33. H 0.078
34. O -0.088
35. H -0.008
36. H -0.027

(3)
A 2-piece molecular cluster, C13H23BrN3O3S overall, computed with ωB97M-V/def2-TZVPD.

Structure (ORCA input):
```
! RIJCOSX wB97M-V def2-TZVPD def2/J DEFGRID3
* xyz 1 1
Br -4.481 0.297 -0.156
C -3.318 -0.348 -1.701
O -2.809 0.936 -2.218
C -1.887 1.508 -1.212
C -1.121 0.132 -0.662
C -2.139 -1.156 -0.884
C -1.531 -2.554 -1.501
C -0.572 -3.200 -0.294
C 0.960 -2.730 -0.640
C 2.074 -3.090 0.508
S 2.054 -1.930 2.000
C 0.469 -2.113 2.980
N -0.102 -3.511 3.259
N -1.294 -3.256 3.962
C -1.460 -1.762 4.146
O -0.356 -1.003 3.520
H -4.101 -0.952 -2.329
H -2.303 2.264 -0.419
H -1.025 2.024 -1.857
H -0.751 0.112 0.452
H -0.328 -0.023 -1.529
H -2.678 -1.397 0.146
H -0.855 -2.418 -2.450
H -2.400 -3.355 -1.652
H -0.623 -4.376 -0.296
H -1.008 -2.784 0.709
H 1.284 -3.325 -1.623
H 1.068 -1.586 -0.929
H 3.144 -2.942 0.001
H 2.052 -4.203 0.878
H -2.310 -1.121 4.643
C 2.260 1.907 -0.462
C 1.779 3.190 -1.063
O 0.864 3.319 -1.851
N 2.388 4.423 -0.728
C 1.688 5.120 0.376
H 1.913 1.065 -1.068
H 3.353 1.893 -0.441
H 1.870 1.811 0.555
H 3.372 4.277 -0.495
H 2.260 4.988 -1.574
H 2.295 5.985 0.650
H 1.599 4.438 1.227
H 0.706 5.444 0.021
*
```

E_HOMO in eV: -10.783
LUMO level in eV: -4.27
Gap between HOMO and LUMO in eV: 6.51

Taken from the Löwdin analysis, the atomic charges in e are:
1. Br 0.648
2. C -0.501
3. O -0.243
4. C -0.213
5. C -0.126
6. C -0.325
7. C -0.149
8. C -0.190
9. C -0.265
10. C -0.470
11. S 0.806
12. C -0.480
13. N -0.001
14. N -0.023
15. C -0.045
16. O -0.110
17. H 0.133
18. H 0.113
19. H 0.109
20. H 0.123
21. H 0.108
22. H 0.088
23. H 0.118
24. H 0.132
25. H 0.130
26. H 0.092
27. H 0.130
28. H 0.087
29. H 0.102
30. H 0.101
31. H 0.146
32. C 0.050
33. C -0.428
34. O 0.160
35. N 0.073
36. C 0.046
37. H 0.098
38. H 0.103
39. H 0.111
40. H 0.196
41. H 0.203
42. H 0.119
43. H 0.120
44. H 0.125

(4)
C2H3FInLiO as an isolated structure, computed with ωB97M-V/def2-TZVPD.

Structure (ORCA input):
```
! RIJCOSX wB97M-V def2-TZVPD def2/J DEFGRID3
* xyz 3 2
O -0.018 -1.267 0.185
C -0.355 -0.016 0.567
C -0.106 1.042 -0.406
Li 1.613 -0.956 -0.822
H -0.544 0.177 1.627
F 1.294 0.944 -0.842
H -0.667 1.024 -1.349
In -0.729 -2.795 0.707
H -0.488 1.847 0.332
*
```

E_HOMO (spin up / spin down) in eV: -25.907 / -27.427
LUMO level (spin up / spin down) in eV: -17.72 / -18.71
Gap between HOMO and LUMO (spin up / spin down) in eV: 8.19 / 8.71
Energy relative to the best compared isomer or geometry (same formula, charge and spin) in kJ/mol: 0.0
<S²>: 0.7515

Taken from the Löwdin analysis, the atomic charges in e are:
1. O -0.295
2. C 0.124
3. C 0.013
4. Li 0.867
5. H 0.203
6. F -0.015
7. H 0.203
8. In 1.683
9. H 0.217

(5)
A 7-piece molecular cluster, C41H55ClF27N2O14PS overall, computed with ωB97M-V/def2-TZVPD.

Structure (ORCA input):
```
! RIJCOSX wB97M-V def2-TZVPD def2/J DEFGRID3
* xyz 0 1
C 9.044 3.361 -3.338
O 8.876 1.936 -3.549
C 8.157 1.296 -2.466
C 7.008 0.378 -3.154
C 6.137 1.333 -4.134
C 4.612 0.810 -4.277
C 3.578 1.549 -3.235
C 2.241 2.059 -3.975
C 0.951 2.204 -2.991
C 0.677 0.779 -2.260
N 0.454 -0.146 -1.505
C 1.226 3.340 -1.856
C 0.127 3.301 -0.663
N -0.908 3.178 -0.044
C 1.363 4.834 -2.436
C 1.715 5.954 -1.321
C 3.107 5.639 -0.526
C 4.364 5.501 -1.529
C 4.910 6.910 -2.109
F 6.271 7.197 -1.698
F 4.132 7.916 -1.387
C 4.612 7.187 -3.649
F 5.008 8.553 -3.917
F 3.175 7.189 -3.817
S 5.393 6.087 -4.914
F 6.403 5.305 -3.848
F 4.197 4.918 -4.846
F 4.477 6.889 -6.104
F 6.609 7.252 -5.146
F 6.106 5.212 -6.150
P -0.600 2.533 -4.060
O -1.894 3.132 -3.085
Cl -0.060 4.066 -5.466
H 8.201 3.850 -2.737
H 9.062 3.856 -4.387
H 10.072 3.567 -2.866
H 8.825 0.595 -1.844
H 7.660 2.031 -1.728
H 6.270 -0.068 -2.393
H 7.510 -0.461 -3.771
H 6.606 1.240 -5.193
H 6.184 2.444 -3.795
H 4.271 1.041 -5.359
H 4.554 -0.322 -4.035
H 4.104 2.466 -2.791
H 3.407 0.797 -2.388
H 1.985 1.311 -4.829
H 2.466 3.058 -4.517
H 2.221 3.022 -1.344
H 2.110 4.818 -3.304
H 0.334 5.148 -2.875
H 0.847 5.934 -0.547
H 1.711 7.017 -1.760
H 2.941 4.582 -0.069
H 3.275 6.334 0.370
H 5.237 5.058 -0.907
H 4.117 4.725 -2.332
H -2.375 3.802 -3.630
C -0.990 -1.925 0.420
C -0.704 -3.379 0.743
O -1.541 -3.836 1.819
C -2.795 -4.202 1.479
O -3.234 -4.160 0.356
C -3.552 -4.712 2.703
F -3.385 -3.918 3.785
F -3.141 -5.948 3.071
F -4.881 -4.797 2.499
H -0.894 -1.306 1.317
H -0.300 -1.554 -0.343
H -2.012 -1.798 0.053
H 0.330 -3.480 1.084
H -0.817 -4.018 -0.137
C 8.216 0.297 3.722
C 8.773 1.696 3.541
O 8.238 2.305 2.355
C 7.009 2.853 2.474
O 6.360 2.851 3.490
C 6.587 3.506 1.160
F 6.834 2.729 0.083
F 7.238 4.670 0.942
F 5.272 3.790 1.111
H 8.391 -0.306 2.827
H 8.682 -0.196 4.578
H 7.136 0.321 3.883
H 9.856 1.644 3.406
H 8.587 2.322 4.418
C -5.135 -6.062 5.384
C -5.493 -6.803 6.659
O -6.273 -5.968 7.531
C -7.592 -5.890 7.253
O -8.126 -6.461 6.335
C -8.304 -5.018 8.285
F -7.635 -3.875 8.549
F -8.451 -5.656 9.468
F -9.540 -4.651 7.889
H -4.636 -5.118 5.615
H -4.478 -6.668 4.760
H -6.029 -5.817 4.809
H -4.580 -7.058 7.203
H -6.015 -7.740 6.448
C -12.772 -4.567 6.688
C -12.213 -3.167 6.524
O -12.736 -2.549 5.337
C -13.967 -2.001 5.446
O -14.626 -2.011 6.456
C -14.374 -1.338 4.132
F -14.109 -2.114 3.057
F -13.720 -0.172 3.932
F -15.690 -1.053 4.078
H -12.588 -5.162 5.789
H -12.316 -5.068 7.544
H -13.855 -4.544 6.838
H -11.128 -3.219 6.400
H -12.408 -2.548 7.404
C 6.422 -2.894 -9.393
C 5.220 -2.706 -8.488
O 5.499 -3.194 -7.166
C 6.187 -2.357 -6.359
O 6.568 -1.260 -6.686
C 6.368 -2.978 -4.976
F 6.753 -4.272 -5.034
F 5.224 -2.955 -4.257
F 7.298 -2.340 -4.236
H 6.744 -3.938 -9.392
H 6.184 -2.596 -10.417
H 7.271 -2.298 -9.049
H 4.380 -3.293 -8.869
H 4.896 -1.662 -8.457
C -9.082 -2.334 1.052
C -9.751 -2.300 2.412
O -8.853 -2.771 3.430
C -7.957 -1.870 3.893
O -7.875 -0.733 3.502
C -7.107 -2.486 5.001
F -6.668 -3.727 4.690
F -7.796 -2.605 6.158
F -6.010 -1.758 5.285
H -8.695 -3.334 0.839
H -9.788 -2.053 0.268
H -8.232 -1.649 1.014
H -10.610 -2.975 2.415
H -10.124 -1.301 2.654
*
```

E_HOMO in eV: -9.440
LUMO level in eV: -1.86
Gap between HOMO and LUMO in eV: 7.58

Atom charges from the Löwdin analysis, given in e for atoms 1 to 99:
1. C -0.113
2. O -0.227
3. C -0.218
4. C -0.149
5. C -0.186
6. C -0.179
7. C -0.180
8. C -0.208
9. C -0.519
10. C -0.123
11. N 0.170
12. C -0.247
13. C -0.147
14. N 0.140
15. C -0.189
16. C -0.167
17. C -0.158
18. C -0.069
19. C -0.261
20. F 0.044
21. F 0.020
22. C -0.291
23. F 0.054
24. F 0.050
25. S 1.003
26. F -0.169
27. F -0.181
28. F -0.177
29. F -0.177
30. F -0.159
31. P 0.697
32. O -0.362
33. Cl 0.177
34. H 0.076
35. H 0.104
36. H 0.098
37. H 0.126
38. H 0.096
39. H 0.119
40. H 0.102
41. H 0.116
42. H 0.104
43. H 0.112
44. H 0.107
45. H 0.089
46. H 0.114
47. H 0.128
48. H 0.084
49. H 0.130
50. H 0.080
51. H 0.102
52. H 0.120
53. H 0.111
54. H 0.106
55. H 0.129
56. H 0.116
57. H 0.095
58. H 0.054
59. C -0.082
60. C -0.202
61. O 0.018
62. C -0.365
63. O 0.162
64. C -0.503
65. F 0.149
66. F 0.142
67. F 0.152
68. H 0.087
69. H 0.005
70. H 0.081
71. H 0.125
72. H 0.125
73. C -0.061
74. C -0.203
75. O 0.021
76. C -0.361
77. O 0.170
78. C -0.500
79. F 0.132
80. F 0.159
81. F 0.147
82. H 0.084
83. H 0.084
84. H 0.078
85. H 0.127
86. H 0.127
87. C -0.073
88. C -0.188
89. O 0.027
90. C -0.370
91. O 0.164
92. C -0.507
93. F 0.150
94. F 0.157
95. F 0.144
96. H 0.082
97. H 0.076
98. H 0.066
99. H 0.127

(6)
A 9-piece molecular cluster, H18O9 overall, computed with ωB97M-V/def2-TZVPD.

Structure (ORCA input):
```
! RIJCOSX wB97M-V def2-TZVPD def2/J DEFGRID3
* xyz 0 1
O 0.118 0.124 -1.432
H 0.009 1.133 -1.309
H 0.589 -0.069 -0.629
O 3.937 2.026 -0.566
H 2.981 1.967 -0.877
H 4.199 2.935 -0.468
O -2.457 -3.563 0.287
H -2.935 -4.050 0.883
H -1.701 -3.088 0.673
O 1.565 -0.550 1.550
H 2.284 -0.615 2.073
H 0.750 -0.625 2.077
O -4.882 -0.359 -0.006
H -5.602 0.076 0.552
H -4.211 0.278 -0.214
O 3.043 -1.897 0.911
H 2.227 -2.154 0.367
H 3.576 -2.684 0.770
O 1.188 -2.554 -1.612
H 0.166 -2.733 -1.677
H 1.569 -2.890 -2.455
O -0.807 2.808 1.693
H -0.955 2.589 2.585
H -0.299 3.645 1.637
O -1.645 3.757 -0.945
H -1.996 3.437 -1.743
H -1.129 4.514 -1.295
*
```

E_HOMO in eV: -10.181
LUMO level in eV: 0.25
Gap between HOMO and LUMO in eV: 10.43
Energy relative to the best compared isomer or geometry (same formula, charge and spin) in kJ/mol: 438.5

Taken from the Löwdin analysis, the atomic charges in e are:
1. O -0.092
2. H 0.070
3. H -0.020
4. O -0.078
5. H 0.065
6. H 0.011
7. O -0.025
8. H -0.020
9. H 0.046
10. O -0.052
11. H -0.022
12. H 0.070
13. O -0.081
14. H 0.072
15. H 0.009
16. O -0.116
17. H 0.059
18. H 0.041
19. O -0.106
20. H 0.103
21. H 0.056
22. O -0.055
23. H -0.001
24. H 0.052
25. O -0.044
26. H 0.002
27. H 0.056

Number 1: F_max 0.5 eV Å⁻¹. Number 2: F_max 0.8 eV Å⁻¹. Number 3: F_max 7.9 eV Å⁻¹. Number 4: F_max 10.8 eV Å⁻¹. Number 5: F_max 7.4 eV Å⁻¹. Number 6: F_max 7.2 eV Å⁻¹.